# 1
{
  "formula": "C16H20F3N3OS",
  "method": "wB97M-V/def2-TZVPD",
  "symbols": ["S", "F", "F", "F", "O", "N", "N", "N", "C", "C", "C", "C", "C", "C", "C", "C", "C", "C", "C", "C", "C", "C", "C", "C", "H", "H", "H", "H", "H", "H", "H", "H", "H", "H", "H", "H", "H", "H", "H", "H", "H", "H", "H", "H"],
  "xyz": [[1.839, -3.597, -0.875], [-1.423, 1.529, -0.253], [-1.329, 1.068, 1.913], [-2.549, 2.744, 1.145], [3.074, 1.379, 0.263], [1.230, 4.532, 1.893], [-0.048, 4.125, 1.733], [1.175, 0.192, 0.105], [1.692, -1.061, -0.322], [-1.240, -2.745, -2.818], [-1.380, 2.082, 0.997], [-1.579, -1.600, -0.592], [1.875, 1.340, 0.371], [3.247, -2.684, -1.073], [0.927, -2.194, -0.297], [-0.110, 2.918, 1.180], [2.082, 3.557, 1.383], [-0.520, -2.434, 0.193], [1.624, 5.826, 2.481], [-2.261, -2.412, -1.709], [3.034, -1.331, -0.799], [-0.629, -2.227, 1.675], [1.285, 2.536, 0.917], [-3.489, -1.687, -2.250], [3.817, -0.554, -0.901], [2.037, 5.702, 3.481], [-0.743, -3.509, 0.047], [-2.623, -3.334, -1.264], [0.029, -2.957, 2.152], [-1.712, -3.235, -3.667], [-2.324, -1.126, 0.055], [-1.046, -0.816, -1.068], [-0.800, -1.803, -3.180], [4.166, -3.110, -1.456], [-3.978, -2.270, -3.076], [2.322, 6.383, 1.809], [-0.261, -1.251, 1.946], [-0.440, -3.415, -2.532], [-4.235, -1.564, -1.437], [0.203, 0.185, 0.409], [3.165, 3.526, 1.439], [0.733, 6.452, 2.608], [-1.670, -2.422, 1.990], [-3.169, -0.737, -2.616]],
  "atomic_forces_ev_per_a": [[-0.79, 0.88, 0.75], [0.13, 0.24, 1.02], [-0.40, 0.43, -0.80], [1.19, -0.46, 0.20], [1.94, -0.31, -0.73], [0.56, -2.11, -1.29], [-1.33, 0.74, 0.64], [-1.01, 0.30, 0.25], [0.61, -0.31, -0.11], [-0.51, 0.46, -0.13], [0.06, 0.81, -0.10], [0.07, -1.07, -0.12], [0.67, -1.47, 0.09], [0.02, 2.14, -0.07], [-0.63, -1.29, -0.12], [2.83, 1.18, 0.16], [-1.33, 0.41, 0.55], [0.16, -0.15, -0.98], [-0.52, 0.39, -0.49], [0.34, -0.17, 0.05], [0.68, -0.48, -0.05], [0.06, -0.72, 0.48], [-2.71, 0.41, 0.48], [-0.53, -1.17, 0.05], [-0.77, -0.74, 0.15], [0.24, -0.22, -0.18], [0.12, 0.42, -0.28], [0.02, -0.43, 0.13], [-0.11, 0.09, 0.24], [-0.28, 0.05, -0.12], [0.07, -0.28, 0.17], [0.35, 1.05, -0.56], [0.02, -0.27, 0.03], [-0.20, 0.03, 0.09], [0.47, 0.57, 0.68], [-0.47, -0.73, 0.55], [-0.25, 0.44, 0.42], [0.18, 0.05, 0.40], [0.37, 0.12, -0.49], [0.53, -0.14, -0.38], [-0.30, 0.43, -0.06], [0.07, -0.37, -0.24], [0.50, 0.38, 0.10], [-0.11, 0.87, -0.39]],
  "lowdin_charge": [1.02, 0.12, 0.12, 0.15, 0.07, -0.16, 0.13, 0.17, -0.25, -0.06, -0.50, -0.16, -0.44, -0.43, -0.41, -0.09, 0.04, -0.37, -0.01, -0.43, -0.10, -0.07, -0.07, -0.08, 0.11, 0.08, 0.13, 0.12, 0.09, 0.07, 0.12, 0.08, 0.09, 0.06, 0.09, 0.10, 0.06, 0.04, 0.08, 0.10, 0.14, 0.09, 0.10, 0.07],
  "homo_energy_ev": -8.2,
  "homo_lumo_gap_ev": 8.89,
  "smiles": "CC(C)C[C@H](C)c1sccc1NC(=O)c1cn(C)nc1C(F)(F)F",
  "lumo_energy_ev": 0.676,
  "multiplicity": 1
}



# 2
{
  "formula": "C2H8ClN8",
  "method": "wB97M-V/def2-TZVPD",
  "symbols": ["Cl", "N", "N", "N", "N", "N", "N", "N", "N", "C", "C", "H", "H", "H", "H", "H", "H", "H", "H"],
  "xyz": [[-1.496, -0.262, -3.974], [-0.159, 1.871, 0.309], [1.225, -2.769, 2.078], [1.082, -0.346, 2.026], [-0.381, -0.837, -1.724], [-0.885, 0.117, -2.382], [-1.100, 3.649, -1.082], [0.365, -1.724, 0.287], [-0.021, -0.692, -0.458], [-0.565, 2.688, -0.383], [0.928, -1.587, 1.467], [-0.215, -1.764, -2.306], [0.693, -3.442, 1.597], [1.767, -0.333, 2.726], [1.201, -2.728, 3.060], [-1.760, 4.117, -0.446], [-0.309, 0.363, -0.225], [1.088, 0.414, 1.371], [-1.460, 3.264, -1.941]],
  "atomic_forces_ev_per_a": [[0.65, -0.36, 1.74], [0.74, -0.57, 0.51], [0.13, 2.59, -1.20], [-0.23, -2.32, -0.97], [1.34, -9.10, -4.07], [-2.08, 5.14, -1.84], [-0.57, 0.65, 0.40], [-1.17, -0.09, -3.18], [0.23, 2.43, 3.26], [0.19, -0.32, 0.49], [-0.42, 1.86, 0.61], [0.10, 2.00, 2.25], [-0.40, -1.66, -0.12], [0.98, 0.52, 1.27], [0.07, -0.44, 1.37], [0.00, 0.21, -1.03], [0.95, -1.61, 0.96], [-0.09, 0.59, -0.02], [-0.41, 0.46, -0.43]],
  "lowdin_charge": [0.60, 0.14, 0.21, 0.21, -0.20, -0.44, 0.16, 0.13, -0.01, -0.32, -0.42, 0.20, 0.10, 0.10, 0.11, 0.15, 0.10, 0.06, 0.12],
  "homo_energy_ev": [-10.8, -14.3],
  "charge": 1,
  "homo_lumo_gap_ev": [7.98, 8.39],
  "lumo_energy_ev": [-2.849, -5.863],
  "multiplicity": 3
}



# 3
{
  "formula": "C40H36As2CoN3O2S",
  "method": "wB97M-V/def2-TZVPD",
  "symbols": ["As", "As", "Co", "S", "O", "O", "N", "N", "N", "C", "C", "C", "C", "C", "C", "C", "C", "C", "C", "C", "C", "C", "C", "C", "C", "C", "C", "C", "C", "C", "C", "C", "C", "C", "C", "C", "C", "C", "C", "C", "C", "C", "C", "C", "C", "C", "C", "C", "C", "H", "H", "H", "H", "H", "H", "H", "H", "H", "H", "H", "H", "H", "H", "H", "H", "H", "H", "H", "H", "H", "H", "H", "H", "H", "H", "H", "H", "H", "H", "H", "H", "H", "H", "H", "H"],
  "xyz": [[1.448, -1.328, -1.434], [-1.240, -1.278, 0.527], [0.532, 0.540, -0.173], [-2.340, 1.606, 1.300], [1.403, 0.368, 1.735], [2.802, 0.712, 0.116], [1.057, 2.350, -1.272], [-1.053, 2.008, 0.289], [-1.128, 4.315, 0.785], [-0.847, -2.320, 3.228], [3.145, -0.509, -3.656], [4.712, -3.992, -1.364], [-3.733, -2.711, 0.063], [-3.227, 2.978, 3.520], [1.575, 4.776, -2.506], [2.588, 0.537, 1.337], [-3.398, -1.694, 4.106], [-3.018, -1.382, 2.815], [-3.490, -0.726, -1.261], [-1.227, -2.621, 4.526], [0.099, -2.781, -1.518], [4.324, -3.288, 0.895], [2.944, -2.438, -0.885], [-1.744, -1.713, 2.359], [-2.495, 3.044, 2.350], [0.350, 3.441, -0.939], [0.569, 4.670, -1.560], [1.846, -0.819, -3.258], [-1.890, 4.239, 1.962], [-2.504, -2.315, 4.962], [-4.968, -2.950, -0.510], [-5.466, -2.076, -1.463], [2.033, 2.463, -2.160], [3.268, -2.505, 0.464], [-0.668, 3.230, 0.100], [-2.986, -1.594, -0.302], [3.654, -3.212, -1.799], [2.298, 0.527, -5.652], [-2.033, 5.364, 2.759], [5.061, -4.014, -0.024], [-4.727, -0.968, -1.839], [2.332, 3.654, -2.807], [1.002, 0.244, -5.253], [3.366, 0.147, -4.856], [-3.376, 4.114, 4.306], [3.744, 0.533, 2.308], [-2.777, 5.301, 3.930], [0.780, -0.420, -4.060], [-0.413, -2.979, -0.093], [0.153, -2.560, 2.891], [-0.526, -3.107, 5.188], [-3.959, 4.055, 5.211], [-2.880, 6.184, 4.542], [0.169, 0.556, -5.866], [-3.356, -3.387, 0.824], [-3.716, -0.896, 2.139], [3.652, -0.284, 3.020], [0.425, -3.244, 0.562], [-5.546, -3.813, -0.210], [-0.235, -0.620, -3.728], [-1.565, 6.292, 2.460], [2.609, 1.568, -2.351], [-5.116, -0.286, -2.580], [4.374, 0.374, -5.170], [-2.803, -2.555, 5.971], [3.138, 3.699, -3.522], [-4.398, -1.464, 4.442], [-2.908, 0.150, -1.538], [2.691, -1.926, 1.174], [4.579, -3.327, 1.943], [3.375, -3.205, -2.849], [-1.144, -3.797, -0.043], [0.559, -3.699, -1.907], [3.740, 1.469, 2.865], [3.978, -0.764, -3.007], [-0.726, -2.498, -2.184], [4.673, 0.453, 1.749], [5.269, -4.582, -2.076], [1.763, 5.721, -2.993], [5.900, -4.608, 0.304], [-3.690, 2.047, 3.808], [-6.435, -2.261, -1.901], [-0.047, 5.526, -1.333], [2.474, 1.060, -6.575], [-0.654, 5.195, 0.641]],
  "atomic_forces_ev_per_a": [[-0.10, -0.61, -0.06], [0.17, -0.76, -0.32], [-1.81, -0.71, 0.30], [-0.41, 0.37, 0.36], [-0.64, -0.26, 0.38], [0.95, 0.39, -0.23], [-0.29, 0.01, 0.03], [1.17, 0.40, -0.03], [0.24, -0.04, -0.72], [0.15, 0.03, -0.32], [0.04, -0.25, 0.30], [0.05, -0.04, -0.08], [0.21, -0.15, 0.21], [0.10, 0.08, -0.10], [0.14, -0.29, -0.08], [0.35, 0.16, -0.27], [-0.09, 0.01, 0.05], [0.01, 0.10, -0.33], [0.28, 0.14, 0.08], [0.00, -0.07, 0.04], [-0.12, 0.13, -0.13], [0.03, -0.05, 0.02], [-0.04, 0.23, 0.08], [0.17, 0.27, 0.06], [0.32, -0.09, -0.42], [0.71, 0.33, -0.72], [-0.14, -0.35, 0.34], [0.02, 0.42, 0.13], [-0.44, -0.11, 0.66], [0.05, 0.00, 0.06], [0.04, -0.06, 0.02], [0.00, 0.10, -0.04], [0.23, -0.04, -0.17], [-0.18, 0.26, 0.06], [-0.64, -0.34, 0.71], [0.19, 0.25, -0.10], [-0.26, 0.15, -0.20], [0.01, 0.04, 0.00], [0.06, -0.19, -0.12], [0.00, -0.07, 0.02], [-0.09, 0.04, -0.11], [-0.21, 0.25, 0.17], [-0.04, 0.03, -0.09], [0.09, 0.01, -0.09], [-0.01, -0.08, 0.00], [-0.13, -0.01, -0.20], [0.00, 0.01, -0.04], [-0.21, -0.21, 0.25], [0.16, -0.01, 0.09], [0.05, 0.00, 0.04], [0.05, -0.01, 0.06], [-0.06, 0.03, 0.11], [-0.02, 0.04, 0.03], [-0.07, -0.02, -0.02], [-0.05, 0.03, -0.07], [0.00, -0.09, 0.16], [-0.04, -0.02, 0.06], [-0.15, 0.08, 0.04], [0.00, -0.04, 0.02], [-0.01, 0.05, -0.10], [0.05, 0.09, -0.01], [-0.05, 0.04, 0.01], [-0.03, 0.06, -0.06], [0.10, 0.01, 0.02], [-0.03, -0.04, 0.11], [0.04, -0.06, -0.04], [-0.07, 0.05, 0.03], [-0.13, -0.03, -0.05], [0.05, -0.01, 0.08], [0.00, 0.02, 0.11], [0.10, 0.00, 0.09], [0.09, 0.31, 0.05], [-0.02, 0.32, 0.05], [0.00, 0.04, 0.07], [-0.03, 0.03, -0.13], [0.14, 0.01, 0.02], [0.02, -0.01, 0.08], [0.05, -0.05, -0.08], [0.01, 0.04, -0.05], [0.06, -0.07, 0.02], [-0.02, -0.11, 0.06], [-0.09, 0.01, -0.09], [-0.04, 0.08, 0.06], [0.02, 0.00, -0.08], [-0.04, -0.21, -0.07]],
  "lowdin_charge": [1.33, 1.29, 0.30, 1.00, -0.10, -0.12, 0.08, -0.30, 0.14, -0.10, -0.13, -0.07, -0.12, -0.08, -0.03, -0.74, -0.07, -0.15, -0.13, -0.07, -0.39, -0.06, -0.35, -0.38, -0.41, -0.17, 0.01, -0.38, -0.23, -0.07, -0.07, -0.07, -0.09, -0.11, -0.32, -0.39, -0.11, -0.07, -0.01, -0.07, -0.08, -0.01, -0.07, -0.07, -0.07, 0.01, -0.07, -0.12, -0.40, 0.10, 0.11, 0.11, 0.11, 0.11, 0.11, 0.09, 0.08, 0.06, 0.11, 0.10, 0.12, 0.09, 0.11, 0.11, 0.11, 0.12, 0.11, 0.09, 0.09, 0.11, 0.11, 0.08, 0.09, 0.09, 0.11, 0.06, 0.08, 0.11, 0.12, 0.11, 0.11, 0.11, 0.12, 0.11, 0.14],
  "homo_energy_ev": [-10.1, -10.2],
  "charge": 1,
  "homo_lumo_gap_ev": [6.76, 7.13],
  "lumo_energy_ev": [-3.379, -3.057],
  "multiplicity": 2
}



# 4
{
  "formula": "C6H6O2",
  "method": "wB97M-V/def2-TZVPD",
  "symbols": ["O", "O", "C", "C", "C", "C", "C", "C", "H", "H", "H", "H", "H", "H"],
  "xyz": [[1.903, -1.503, -0.339], [-1.167, -1.448, -0.409], [0.419, -0.339, 0.924], [0.218, 0.380, -1.065], [-1.055, -0.535, 0.736], [-1.097, -0.024, -0.673], [0.939, -0.711, -0.244], [0.693, 1.192, 0.311], [1.911, 1.363, 0.090], [-2.017, 0.318, -1.137], [0.023, 2.011, 0.528], [0.370, 0.830, -2.147], [-1.946, -0.757, 1.543], [0.806, -0.777, 1.882]],
  "atomic_forces_ev_per_a": [[-2.40, 2.33, -0.94], [-0.61, 0.25, 0.37], [-2.25, 3.15, 8.01], [2.64, 1.98, -0.52], [-2.31, -0.98, -0.38], [-4.47, -1.49, 0.34], [6.74, -4.98, -5.83], [2.87, -1.75, -2.22], [-3.48, 0.12, 1.29], [0.21, 0.31, 0.06], [0.26, 0.24, 0.54], [0.05, -1.29, 2.43], [2.63, 1.26, -2.09], [0.12, 0.84, -1.05]],
  "lowdin_charge": [0.10, -0.02, -0.18, -0.10, -0.13, -0.26, -0.48, 0.05, 0.18, 0.15, 0.10, 0.19, 0.21, 0.18],
  "homo_energy_ev": -9.6,
  "homo_lumo_gap_ev": 10.36,
  "lumo_energy_ev": 0.782,
  "multiplicity": 1
}



Per-record maximum force, eV/Å: 3.1, 10.1, 2.0, 10.2